Density functional theory data (ωB97M-V/def2-TZVPD) for C16H16N4PtS6 as an isolated structure.

Values from the calculation:
Energy ... -3346.8893 Ha
Strongest force on any atom ... 0.40 eV Å⁻¹

Each line ends with the Löwdin charge.
Geometry (Å):
Pt1 -0.744 0.004 -1.477  0.603
N1 0.343 -1.793 -1.202  -0.072
C1 -0.483 -2.768 -0.512  -0.265
C2 -0.073 -4.044 -0.271  -0.003
C3 -0.884 -4.927 0.475  -0.052
C4 -2.072 -4.498 0.991  -0.017
C5 -2.516 -3.175 0.761  -0.138
C6 -3.716 -2.651 1.303  0.011
C7 -4.061 -1.361 1.037  -0.021
C8 -3.234 -0.592 0.198  -0.116
N2 -2.121 -1.038 -0.317  -0.073
C9 -1.726 -2.317 -0.024  -0.190
H1 1.104 -1.528 -0.569  0.042
H2 0.727 -2.189 -2.055  0.108
H3 0.893 -4.375 -0.633  0.124
H4 -0.542 -5.937 0.652  0.111
H5 -2.690 -5.158 1.586  0.119
H6 -4.336 -3.280 1.929  0.124
H7 -4.956 -0.911 1.439  0.114
H8 -3.509 0.423 -0.060  0.071
S1 0.603 6.710 -3.781  0.525
C10 0.274 5.179 -3.302  -1.517
S2 -1.205 4.708 -2.534  0.893
C11 -0.818 3.013 -2.323  -1.141
C12 0.381 2.616 -2.779  -1.172
S3 0.974 0.980 -2.629  0.458
S4 1.376 3.853 -3.507  0.884
S5 -1.942 1.941 -1.519  0.488
C13 3.770 0.348 2.011  -0.070
N3 2.658 1.192 1.656  -0.165
C14 2.883 2.445 0.941  -0.108
C15 1.457 2.951 0.695  -0.115
N4 0.649 1.777 1.018  0.022
C16 1.385 0.766 1.506  -0.831
S6 0.813 -0.770 1.879  0.636
H9 4.483 0.917 2.609  0.089
H10 4.283 -0.029 1.120  0.093
H11 3.402 -0.496 2.589  0.048
H12 3.420 2.249 0.007  0.123
H13 3.476 3.135 1.542  0.122
H14 1.295 3.255 -0.337  0.094
H15 1.198 3.780 1.355  0.121
H16 -0.221 1.596 0.533  0.046

Density functional theory data (ωB97M-V/def2-TZVPD) for a 2-piece molecular cluster, C6H13NO overall.

Values from the calculation:
Energy ... -366.1635 Ha
Strongest force on any atom ... 2.54 eV Å⁻¹

Each line ends with the Löwdin charge.
Geometry (Å):
C1 0.820 1.736 -0.080  -0.082
N1 -0.437 0.907 -0.088  -0.097
C2 -0.430 0.083 1.179  -0.479
C3 0.517 -1.050 0.922  -0.018
C4 0.588 -1.845 -0.254  -0.185
C5 -0.379 -1.944 -1.182  0.020
C6 -0.481 0.702 2.459  -0.015
H1 1.593 1.023 -0.369  0.080
H2 0.696 2.509 -0.822  0.085
H3 1.055 1.970 0.955  0.071
H4 -1.194 1.572 0.053  0.116
H5 1.230 -1.267 1.710  0.119
H6 1.443 -2.496 -0.360  0.101
H7 -1.391 -1.608 -1.053  0.070
H8 -0.127 -2.705 -1.915  0.064
H9 0.304 0.539 3.180  0.030
H10 -1.132 -0.793 0.929  0.194
H11 -1.446 0.976 2.876  0.032
H12 -0.285 0.717 -1.940  -0.031
H13 -0.635 0.078 -3.293  0.017
O1 -0.309 0.896 -2.905  -0.095

Density functional theory data (ωB97M-V/def2-TZVPD) for C9H8BrIO as an isolated structure.

Values from the calculation:
Energy ... -3294.6166 Ha
Strongest force on any atom ... 3.14 eV Å⁻¹

Each line ends with the Löwdin charge.
Geometry (Å):
C1 -2.120 2.120 0.623  -0.048
C2 -0.813 1.986 1.263  -0.043
C3 -2.371 1.268 -0.408  -0.157
C4 0.116 1.113 0.782  -0.004
C5 -1.392 0.398 -1.058  -0.644
C6 -0.107 0.286 -0.413  -0.318
C7 1.947 -1.094 0.173  -0.509
C8 2.292 -2.529 0.402  -0.063
C9 0.767 -0.748 -0.680  -0.524
O1 2.703 -0.287 0.676  0.072
Br1 -1.197 1.033 -2.986  0.610
I1 0.397 -1.965 -2.370  0.960
H1 -2.948 2.799 1.047  0.135
H2 -0.524 2.542 2.071  0.074
H3 -3.262 1.256 -0.919  0.072
H4 1.034 1.010 1.261  0.080
H5 -1.850 -0.556 -0.999  0.083
H6 2.242 -2.659 1.438  0.062
H7 3.403 -2.675 0.226  0.119
H8 1.683 -3.300 -0.129  0.044

Density functional theory data (ωB97M-V/def2-TZVPD) for a 2-piece molecular cluster, C2H3NO2S2 overall.

Values from the calculation:
Energy ... -1079.4449 Ha
Strongest force on any atom ... 5.31 eV Å⁻¹

Each line ends with the Löwdin charge.
Geometry (Å):
C1 1.037 -1.320 -0.101  -0.391
C2 2.087 1.338 0.151  -0.403
N1 -1.982 1.250 0.190  -0.239
O1 0.201 -0.951 0.694  -0.145
O2 -1.572 -0.583 -1.416  -0.497
S1 2.346 0.001 -0.633  0.855
S2 -2.061 -0.251 -0.077  0.876
H1 1.017 -2.171 -0.656  0.053
H2 1.164 1.324 0.745  -0.049
H3 -2.235 1.363 1.103  -0.060